Entry 1:
C5H14N3 | the ωB97M-V functional and the def2-TZVPD basis

Output
total charge: +2
spin multiplicity: 2
orbital gap (spin up / spin down): 9.92 / 5.01 eV
E_LUMO (spin up / spin down): -7.55 / -12.46 eV
E_HOMO (spin up / spin down): -17.47 / -17.46 eV
strongest force on any atom: 3.0 eV/Å

The geometry in XYZ format:
```
22
Properties=species:S:1:pos:R:3:forces:R:3:mulliken_spin:R:1
C -2.071 -0.683 0.949 -0.26 -0.33 0.27 0.00
C -1.930 -1.805 0.260 0.46 0.28 -0.18 0.00
C -1.059 1.112 2.087 0.14 -0.11 0.44 0.00
N -0.940 0.009 1.469 0.38 0.28 -1.34 0.00
H -3.033 -0.223 1.140 0.04 -0.09 0.26 0.00
H -0.941 -2.152 -0.023 -0.12 -0.29 0.27 0.00
H -2.779 -2.365 -0.091 -0.14 0.03 -0.12 0.00
H -0.163 1.674 2.312 0.02 0.05 0.26 0.00
H -2.029 1.464 2.419 -0.06 0.13 -0.10 0.00
H 0.101 -0.313 1.074 -1.02 -0.11 0.62 0.00
N 1.431 -0.746 0.519 0.61 0.12 -0.56 0.00
C 1.653 -0.360 -0.895 0.35 0.27 0.25 0.02
C 0.864 0.897 -1.319 -0.38 -1.63 -1.29 0.06
N 1.336 1.370 -2.609 0.33 2.24 1.92 0.88
H 2.154 -0.313 1.089 -0.01 0.07 0.14 0.00
H 1.626 -1.748 0.604 -0.26 0.18 0.06 0.00
H 1.325 -1.174 -1.535 0.04 -0.07 -0.07 0.00
H 2.714 -0.176 -1.083 0.03 -0.16 -0.02 0.00
H -0.185 0.632 -1.480 -0.12 0.36 0.40 0.01
H 0.952 1.756 -0.635 0.09 0.17 0.01 0.06
H 0.780 2.130 -3.020 -0.37 -0.61 -0.65 -0.01
H 2.324 1.651 -2.639 0.26 -0.80 -0.56 -0.01
```
Positions in Å, forces in eV/Å.

=====

Entry 2:
C5H15N2O | the ωB97M-V functional and the def2-TZVPD basis

Output
total charge: +1
orbital gap: 5.69 eV
E_LUMO: -6.61 eV
E_HOMO: -12.30 eV
strongest force on any atom: 4.5 eV/Å

The geometry in XYZ format:
```
23
Properties=species:S:1:pos:R:3:forces:R:3:lowdin_charge:R:1
N -4.876 0.307 -0.072 -0.13 0.03 -0.73 0.01
C 2.179 -0.450 1.960 -0.09 -0.22 0.01 0.01
C 1.506 0.250 0.863 4.42 -0.51 -0.73 -0.08
N 1.484 -0.271 -0.345 -2.27 1.50 -0.87 -0.10
C 2.661 -0.421 -1.262 0.12 -1.26 0.17 0.06
C 0.310 0.323 -1.084 -0.29 -0.34 0.27 -0.11
C -1.025 -0.157 -0.437 0.43 2.45 -0.58 -0.19
O -1.418 0.763 0.605 1.19 -1.29 -0.41 -0.04
H -4.784 -0.187 0.804 -0.23 0.05 0.10 0.01
H -5.643 0.968 -0.025 0.16 0.17 0.48 0.01
H 2.366 -1.488 1.700 -0.35 -0.16 0.17 0.10
H 3.148 -0.040 2.264 -0.18 0.57 -0.06 0.12
H 1.508 -0.336 2.822 0.21 -0.30 0.17 0.12
H -0.603 0.757 1.120 -0.39 0.63 1.03 0.04
H 1.582 1.344 0.812 -2.17 0.23 0.91 0.18
H 3.124 0.557 -1.304 0.24 0.04 0.04 0.11
H 3.358 -1.211 -0.994 0.00 0.14 0.35 0.11
H 2.255 -0.664 -2.236 -0.03 -0.08 -0.02 0.10
H 0.316 -0.019 -2.116 0.33 0.11 -0.02 0.13
H 0.367 1.414 -1.018 -0.10 0.01 -0.27 0.15
H -1.757 0.071 -1.211 -0.33 -1.11 0.05 0.13
H -0.843 -1.164 -0.077 -0.78 -0.39 -0.17 0.13
H -5.217 -0.347 -0.769 0.25 -0.28 0.10 0.01
```
Positions in Å, forces in eV/Å.

=====

Entry 3:
C27H50ClNO46S12 | the ωB97M-V functional and the def2-TZVPD basis

Output
SMILES string: CC[C@](Cl)(N=C=S)OC=O.O=S1(=O)OCCO1.O=S1(=O)OCCO1.O=S1(=O)OCCO1.O=S1(=O)OCCO1.O=S1(=O)OCCO1.O=S1(=O)OCCO1.O=S1(=O)OCCO1.O=S1(=O)OCCO1.O=S1(=O)OCCO1.O=S1(=O)OCCO1.O=S1(=O)OCCO1
orbital gap: 9.69 eV
E_LUMO: -0.01 eV
E_HOMO: -9.70 eV
strongest force on any atom: 2.4 eV/Å

The geometry in XYZ format:
```
137
Properties=species:S:1:pos:R:3:forces:R:3:lowdin_charge:R:1
C -3.840 1.395 -1.029 -0.24 -1.51 -0.35 -0.07
C -2.779 1.078 -2.121 -0.68 0.84 0.60 -0.23
C -1.525 0.443 -1.546 0.44 0.85 0.72 -0.81
Cl -0.804 1.635 -0.380 0.06 -0.23 -0.09 0.74
N -0.458 0.173 -2.507 -0.90 -0.89 -0.37 0.08
C -0.757 -0.020 -3.673 0.23 0.94 0.22 -0.76
S -1.130 -0.023 -5.181 0.12 -0.45 -0.09 0.85
O -1.834 -0.676 -0.729 0.09 -0.24 -1.02 -0.04
C -2.550 -1.619 -1.428 -0.01 0.09 0.12 -0.31
O -3.550 -2.064 -0.980 -0.46 -0.52 0.51 0.12
H -3.416 1.466 -0.028 -0.07 0.40 -0.13 0.06
H -4.510 0.521 -1.008 0.13 0.37 0.27 0.05
H -4.472 2.234 -1.308 0.32 0.11 0.13 0.07
H -2.503 2.021 -2.594 0.18 -0.33 -0.22 0.09
H -3.299 0.441 -2.847 0.57 -0.06 -0.15 0.12
H -2.180 -1.955 -2.408 0.47 0.40 0.09 0.16
C -1.500 -1.087 4.093 -0.37 -0.36 0.05 -0.15
C -1.768 -0.481 2.737 0.36 0.13 -0.22 -0.19
O -2.525 0.709 3.017 -0.12 -0.05 0.41 -0.19
S -2.050 1.310 4.425 0.11 -0.57 -0.35 0.60
O -1.109 2.351 4.183 -0.07 0.15 0.22 -0.24
O -3.199 1.518 5.232 0.02 0.29 -0.01 -0.22
O -1.252 0.032 4.956 -1.06 0.77 -1.98 -0.26
H -2.371 -1.625 4.471 0.02 -0.02 -0.01 0.15
H -0.641 -1.753 4.086 0.09 0.14 0.16 0.12
H -2.325 -1.141 2.085 -0.25 0.25 -0.02 0.11
H -0.840 -0.185 2.245 -0.03 -0.05 -0.05 0.12
C -4.569 -4.735 -2.132 -0.10 0.53 0.16 -0.16
C -4.797 -5.557 -0.886 0.43 -0.36 -0.03 -0.15
O -6.202 -5.860 -0.913 -0.13 0.34 -0.22 -0.19
S -6.684 -6.012 -2.433 0.47 0.10 0.15 0.60
O -6.708 -7.388 -2.775 -0.20 0.01 -0.16 -0.22
O -7.818 -5.177 -2.624 -0.19 -0.15 0.03 -0.23
O -5.415 -5.340 -3.129 -0.03 -0.36 0.19 -0.18
H -4.887 -3.704 -1.987 0.02 -0.01 0.01 0.11
H -3.532 -4.751 -2.457 -0.08 -0.14 -0.19 0.14
H -4.537 -5.018 0.021 -0.29 0.05 0.04 0.14
H -4.247 -6.500 -0.920 0.02 0.02 0.00 0.13
C 3.908 2.868 -6.026 -0.21 0.71 0.08 -0.15
C 3.610 2.037 -4.805 0.42 -0.42 0.02 -0.16
O 2.250 1.602 -4.991 -0.23 0.31 -0.29 -0.19
S 1.965 1.401 -6.553 0.68 0.22 0.41 0.56
O 2.110 0.028 -6.874 -0.27 0.01 -0.25 -0.22
O 0.797 2.139 -6.887 -0.20 -0.27 -0.09 -0.26
O 3.245 2.185 -7.107 -0.14 -0.37 0.18 -0.18
H 3.479 3.870 -5.939 0.00 -0.01 0.01 0.12
H 4.967 2.948 -6.221 -0.05 -0.15 -0.24 0.11
H 3.709 2.600 -3.882 -0.27 -0.01 0.02 0.14
H 4.245 1.152 -4.759 0.03 0.04 0.01 0.12
C 3.110 0.080 7.238 0.06 0.47 0.25 -0.16
C 2.885 -0.771 8.469 0.31 -0.39 -0.12 -0.16
O 1.479 -1.044 8.464 -0.06 0.28 -0.21 -0.18
S 0.955 -1.141 6.945 0.26 0.21 0.22 0.64
O 0.905 -2.509 6.568 -0.26 1.57 -1.10 -0.24
O -0.155 -0.276 6.785 0.94 -0.58 1.75 -0.20
O 2.240 -0.475 6.246 0.02 -0.34 0.16 -0.18
H 2.814 1.117 7.413 0.01 -0.01 0.02 0.14
H 4.140 0.051 6.896 -0.09 -0.13 -0.21 0.11
H 3.172 -0.264 9.386 -0.25 0.02 0.05 0.14
H 3.417 -1.723 8.398 0.04 0.03 0.00 0.13
C 2.367 -3.788 1.666 0.06 0.08 0.53 -0.15
C 1.728 -5.159 1.645 0.31 -0.23 -0.37 -0.16
O 0.322 -4.894 1.576 -0.10 0.35 0.18 -0.18
S 0.066 -3.554 0.741 0.59 -0.18 0.07 0.61
O -0.257 -3.902 -0.598 -0.23 0.23 -0.03 -0.22
O -0.753 -2.685 1.505 -0.14 -0.32 -0.15 -0.21
O 1.569 -3.005 0.767 -0.13 -0.27 -0.21 -0.18
H 2.309 -3.335 2.658 0.01 -0.03 0.00 0.14
H 3.402 -3.806 1.336 -0.08 0.13 -0.21 0.14
H 1.963 -5.744 2.530 -0.27 0.04 0.09 0.14
H 2.013 -5.720 0.752 0.04 0.01 0.02 0.13
C -9.525 -1.629 -0.314 -0.22 0.18 -0.38 -0.16
C -8.621 -2.585 -1.061 -0.06 -0.37 0.32 -0.17
O -7.414 -1.837 -1.277 -0.19 0.33 -0.02 -0.19
S -7.179 -0.833 -0.049 -0.34 -0.40 -0.11 0.59
O -6.270 -1.433 0.858 0.07 0.26 0.11 -0.21
O -6.986 0.469 -0.575 0.22 0.05 0.02 -0.22
O -8.653 -0.922 0.577 0.22 -0.26 0.04 -0.18
H -9.985 -0.904 -0.989 -0.01 -0.03 -0.01 0.13
H -10.300 -2.144 0.247 0.12 0.07 0.20 0.14
H -9.041 -2.910 -2.007 0.21 0.09 -0.13 0.13
H -8.376 -3.460 -0.457 -0.04 -0.03 -0.03 0.13
C 8.679 -0.182 -5.712 -0.33 -0.38 -0.04 -0.16
C 8.524 0.396 -7.102 0.51 0.03 -0.13 -0.16
O 7.609 1.489 -6.931 -0.24 -0.16 0.32 -0.18
S 7.824 2.145 -5.487 0.31 -0.32 -0.18 0.61
O 8.655 3.283 -5.614 -0.12 0.13 0.21 -0.20
O 6.559 2.208 -4.841 0.16 0.16 0.03 -0.23
O 8.682 0.959 -4.842 0.06 0.20 -0.24 -0.18
H 7.829 -0.813 -5.445 0.01 -0.01 -0.02 0.14
H 9.599 -0.748 -5.596 0.08 0.19 0.15 0.14
H 8.129 -0.323 -7.813 -0.24 0.15 0.00 0.14
H 9.467 0.798 -7.476 0.01 -0.04 0.01 0.14
C -0.407 6.099 -7.159 -0.21 0.16 -0.45 -0.15
C 0.643 5.205 -7.778 -0.08 -0.49 0.36 -0.16
O 1.816 6.033 -7.875 -0.22 0.42 -0.01 -0.19
S 1.835 7.065 -6.654 -0.30 -0.28 -0.18 0.60
O 2.672 6.544 -5.629 0.05 0.17 0.10 -0.23
O 2.010 8.372 -7.170 0.23 0.02 0.09 -0.21
O 0.312 6.879 -6.191 0.27 -0.21 0.05 -0.19
H -0.839 6.780 -7.896 0.01 0.01 0.02 0.13
H -1.203 5.536 -6.680 0.11 0.07 0.24 0.14
H 0.352 4.837 -8.757 0.22 0.13 -0.10 0.14
H 0.878 4.361 -7.130 -0.10 0.00 -0.07 0.10
C -1.432 6.562 -2.145 -0.01 0.43 0.22 -0.16
C -1.688 5.731 -0.905 0.41 -0.38 -0.07 -0.16
O -3.089 5.433 -0.958 -0.09 0.34 -0.21 -0.18
S -3.550 5.295 -2.482 0.35 0.17 0.24 0.61
O -3.558 3.919 -2.833 -0.21 0.21 -0.32 -0.23
O -4.674 6.131 -2.692 -0.14 -0.17 -0.02 -0.21
O -2.258 5.967 -3.155 -0.01 -0.30 0.14 -0.19
H -1.751 7.596 -2.007 0.01 -0.01 0.02 0.13
H -0.389 6.544 -2.451 -0.08 -0.13 -0.21 0.14
H -1.447 6.261 0.012 -0.27 0.01 0.05 0.14
H -1.138 4.788 -0.934 0.02 0.02 0.01 0.11
C 0.484 -7.461 8.747 0.31 0.01 0.33 -0.17
C -0.703 -6.825 9.440 -0.38 -0.28 -0.19 -0.17
O -0.604 -5.434 9.119 0.39 -0.04 -0.02 -0.18
S 0.036 -5.262 7.655 -0.02 -0.17 0.23 0.62
O -1.012 -5.087 6.716 0.12 0.02 -0.14 -0.21
O 1.123 -4.363 7.741 0.09 -1.39 0.87 -0.24
O 0.594 -6.767 7.501 -0.36 0.05 0.01 -0.19
H 1.407 -7.302 9.311 -0.03 -0.02 0.03 0.13
H 0.344 -8.525 8.575 -0.01 0.05 -0.23 0.13
H -0.686 -6.968 10.517 0.05 0.25 0.02 0.13
H -1.646 -7.202 9.038 0.02 -0.05 0.02 0.13
C 4.941 3.848 4.673 0.14 0.48 0.00 -0.16
C 5.940 3.323 3.665 -0.33 -0.25 -0.31 -0.16
O 6.949 2.681 4.459 -0.08 0.25 0.30 -0.18
S 6.276 2.053 5.768 -0.11 0.34 -0.35 0.60
O 6.024 0.675 5.532 0.03 -0.08 0.29 -0.23
O 6.986 2.509 6.905 0.13 -0.26 0.04 -0.21
O 4.878 2.831 5.682 0.09 -0.27 -0.21 -0.19
H 5.291 4.771 5.140 0.01 0.00 -0.02 0.14
H 3.958 4.013 4.240 -0.08 -0.21 0.14 0.14
H 6.378 4.111 3.058 0.23 -0.04 0.14 0.14
H 5.490 2.571 3.013 -0.03 0.04 -0.01 0.14
```
Positions in Å, forces in eV/Å.